The following is a DFT calculation (ωB97M-V/def2-TZVPD) of one molecule with the formula C9H9ClN2 at a distorted geometry.

**Gap between HOMO and LUMO**: 7.440 eV
**Lowest unoccupied orbital energy**: -0.15 eV
**SMILES string**: C=C1C=CC=C[C@@H]1N=C=C(N)Cl
**Total charge**: 0
**E_HOMO**: -7.59 eV
**Energy above the lowest of the compared OMol25 structures with the same formula, charge and spin**: 101.1 kcal per mole
**Spin multiplicity**: 1

XYZ file:
```
21
Properties=species:S:1:pos:R:3:lowdin_charge:R:1
Cl 1.867 -3.322 -1.063 0.572
N 3.054 -0.934 -0.874 0.019
N -0.276 -0.243 -1.550 0.164
C -0.549 1.450 0.170 -0.282
C -2.168 -0.508 -0.168 -0.071
C 1.745 -1.522 -0.850 -0.681
C -1.013 -0.175 1.905 -0.082
C 0.167 2.439 -0.349 0.078
C -1.296 0.527 -0.794 -0.268
C -1.943 -0.868 1.067 -0.133
C 0.694 -0.851 -1.199 -0.152
C -0.272 0.909 1.467 -0.060
H 2.874 -0.108 -0.409 0.035
H -2.951 -0.978 -0.891 0.148
H -2.352 -1.778 1.605 0.128
H 0.033 2.650 -1.387 0.065
H 0.434 1.335 2.192 0.115
H 0.934 2.964 0.155 0.059
H -0.860 -0.597 2.966 0.128
H -1.869 1.117 -1.581 0.155
H 3.748 -1.505 -0.411 0.065
```